1.
ORCA calculation (ωB97M-V with the def2-TZVPD basis set) on 2 unconnected molecules or ions with the total composition C4H11OSi at a distorted geometry.

Last column: Mulliken charge in e.
Cartesian coordinates (Å):
H: 2.50 1.41 1.16  0.389
O: -2.74 0.20 0.19  -0.392
Si: 1.11 -0.02 -0.38  0.684
H: 1.21 2.44 0.32  0.354
H: 0.21 -2.29 0.30  0.389
H: 0.90 -1.44 1.55  0.322
H: 0.66 -0.10 -2.84  0.474
H: 1.41 1.27 -2.55  0.421
H: 0.86 1.50 1.71  0.358
C: 0.78 0.56 -2.06  -1.127
H: -0.21 1.13 -2.12  0.374
H: 1.92 -2.29 0.37  0.412
C: 1.53 1.57 0.85  -1.044
H: -3.38 -1.64 1.10  0.194
H: -4.40 -0.11 1.12  0.273
C: 1.06 -1.68 0.45  -1.016
C: -3.44 -0.52 0.82  -0.065

- E: -523.4010 a.u.
- HOMO: -13.4064 eV
- Total charge: +1
- E_LUMO: -5.41 eV
- ΔE to the lowest compared entry with this formula, charge and spin: 25.8 kcal/mol

2.
ORCA calculation (ωB97M-V with the def2-TZVPD basis set) on 9 unconnected molecules or ions with the total composition C19H34Cl12O5 at a distorted geometry.

Last column: Mulliken charge in e.
Cartesian coordinates (Å):
H: -15.70 -19.63 -25.26  0.327
H: -20.42 -11.90 -24.18  0.376
H: -15.58 -15.46 -20.53  -0.385
Cl: -15.94 -17.41 -21.72  -0.048
C: -9.96 -13.97 -22.19  -0.903
H: -16.79 -15.62 -25.95  -0.398
H: -9.28 -13.72 -29.57  0.331
H: -16.82 -19.02 -24.03  0.237
C: -11.46 -13.48 -29.49  0.614
C: -16.25 -17.57 -25.67  0.637
C: -14.71 -13.09 -24.28  0.087
O: -11.74 -14.24 -30.43  -0.577
H: -17.45 -11.31 -30.00  0.328
C: -11.12 -14.43 -21.27  0.825
H: -14.35 -12.68 -26.21  0.286
O: -14.26 -11.96 -24.09  -0.692
H: -16.93 -10.96 -18.75  0.378
C: -9.99 -12.97 -29.23  -1.079
H: -9.80 -12.04 -29.76  0.302
H: -18.25 -16.72 -25.88  0.469
H: -9.00 -13.74 -21.72  0.376
H: -13.43 -13.68 -28.59  0.220
H: -14.33 -14.44 -25.88  0.274
H: -18.86 -13.06 -28.26  0.145
C: -16.56 -18.98 -25.09  -1.217
C: -18.31 -13.76 -28.89  -0.850
H: -12.47 -13.11 -21.99  0.152
O: -15.20 -17.30 -26.21  -0.541
C: -20.21 -12.91 -24.53  -0.118
H: -10.27 -13.10 -22.77  0.291
C: -11.64 -17.01 -24.44  -0.211
C: -16.89 -13.17 -29.20  0.791
H: -18.24 -14.66 -28.27  0.212
H: -14.58 -13.70 -22.34  -0.677
H: -15.75 -11.75 -30.42  0.273
H: -13.22 -13.90 -20.55  -0.034
C: -16.43 -16.13 -20.70  0.641
Cl: -15.72 -9.68 -20.36  -0.116
H: -11.86 -12.81 -20.31  0.335
H: -9.79 -12.73 -28.18  0.287
Cl: -15.68 -12.55 -19.91  -0.058
C: -12.30 -13.53 -21.00  -0.548
Cl: -10.07 -17.56 -23.72  -0.116
H: -15.90 -13.54 -25.96  -0.241
Cl: -12.85 -17.16 -23.23  -0.039
H: -14.87 -15.06 -23.43  -0.071
C: -14.84 -13.50 -25.68  -0.127
O: -15.90 -13.50 -28.53  -0.427
H: -12.09 -13.60 -27.47  0.070
Cl: -16.94 -16.69 -19.12  -0.140
Cl: -20.83 -13.05 -26.18  -0.129
H: -12.66 -12.15 -28.49  0.368
Cl: -11.57 -15.32 -24.92  -0.121
H: -16.18 -13.85 -22.96  -0.174
Cl: -17.75 -15.26 -21.49  -0.065
H: -11.87 -17.69 -25.27  0.426
H: -18.87 -13.76 -29.82  0.397
H: -17.33 -19.46 -25.69  0.378
C: -16.76 -12.12 -30.25  -1.264
C: -17.28 -16.45 -25.45  0.210
C: -12.45 -13.22 -28.43  -0.517
Cl: -20.94 -14.12 -23.45  -0.123
H: -17.31 -16.11 -24.42  -0.049
H: -9.76 -14.83 -22.82  0.132
Cl: -18.11 -11.31 -20.77  -0.082
Cl: -18.42 -12.99 -24.51  -0.022
C: -16.67 -11.06 -19.81  -0.127
O: -11.07 -15.55 -20.78  -0.579
H: -17.08 -12.60 -31.17  0.378
C: -15.13 -14.02 -23.22  1.312

- E: -6642.7816 a.u.
- HOMO: -9.2509 eV
- E_LUMO: 0.25 eV
- Structure (SMILES): ClC(Cl)Cl.ClC(Cl)Cl.ClC(Cl)Cl.ClC(Cl)Cl.CC(C)=O.CC(C)=O.CC(C)=O.CC(C)=O.CC(C)=O

3.
ORCA calculation (ωB97M-V with the def2-TZVPD basis set) on a molecular structure, C6H8 at a distorted geometry.

Last column: Mulliken charge in e.
Cartesian coordinates (Å):
H: 1.99 0.61 -1.44  0.347
C: 0.74 -0.14 0.05  0.444
H: -1.17 1.73 -0.19  0.272
C: 1.71 0.83 -0.50  -1.167
C: -0.58 -0.08 0.18  0.415
H: 1.20 1.88 -0.70  0.248
H: -2.32 0.93 1.02  0.269
H: -2.45 0.57 -0.62  0.294
C: 0.66 -1.66 0.29  -0.389
H: -1.37 -2.46 0.71  0.346
C: -1.73 0.87 0.11  -1.049
H: 1.41 -2.44 0.53  0.300
H: 2.57 1.03 0.10  0.308
C: -0.65 -1.65 0.48  -0.638

- E: -233.2625 a.u.
- HOMO: -7.4207 eV
- E_LUMO: 1.03 eV
- ΔE to the lowest compared entry with this formula, charge and spin: 78.1 kcal/mol

4.
ORCA calculation (ωB97M-V with the def2-TZVPD basis set) on 2 unconnected molecules or ions with the total composition C51H66N4P at a distorted geometry.

Last column: Mulliken charge in e.
Cartesian coordinates (Å):
C: -2.65 -0.83 4.81  0.768
H: -0.25 0.38 2.21  0.378
H: -1.48 8.62 -1.78  0.383
H: -2.49 -2.35 6.27  0.327
C: 4.78 3.92 -0.90  -0.387
H: 3.34 2.48 -3.62  0.360
H: -4.97 1.63 -2.38  0.319
H: -1.95 7.09 -2.57  0.297
H: 6.44 -0.33 2.93  0.257
C: 3.68 1.06 3.87  0.488
H: -2.86 1.41 0.78  0.149
C: 0.53 4.10 -2.42  -0.557
C: -0.07 1.10 2.99  -1.110
H: 1.44 8.86 0.71  0.356
H: 6.24 5.41 -0.37  0.400
H: 2.97 1.57 0.58  0.285
C: 2.89 5.99 -0.64  0.705
H: -7.06 -0.77 4.18  0.457
H: -6.18 0.55 2.33  0.153
H: 3.11 0.23 -0.59  0.477
H: -3.69 2.39 -3.35  0.366
C: 2.68 -1.15 4.23  0.094
H: 2.46 7.65 1.49  0.434
H: -3.20 8.18 -1.94  0.371
C: 3.43 1.26 -0.37  -1.511
H: -3.54 0.68 -2.87  0.468
C: -3.09 5.86 -0.37  0.629
C: -4.44 6.05 -0.03  -0.758
C: -3.94 -2.97 4.77  -0.921
C: -3.72 1.18 3.87  0.328
C: 1.47 -0.66 3.77  -1.193
H: -3.92 -3.19 3.69  0.302
H: 2.64 -3.20 3.70  0.345
H: -2.36 2.67 3.14  0.493
H: 5.06 2.15 2.66  0.045
N: -5.02 -0.79 4.46  0.063
C: -5.35 4.99 -0.09  -1.643
C: -0.82 4.07 -2.36  -0.537
H: -1.80 -2.77 4.71  0.260
H: 4.09 -2.58 6.32  0.304
H: 6.20 -2.49 4.98  0.408
C: -6.26 -0.05 4.39  -0.748
H: -3.14 0.10 -0.39  0.515
H: -7.10 1.63 3.37  0.454
H: 4.73 1.78 -2.76  0.333
C: 2.76 -2.59 4.61  -0.642
C: -3.59 3.52 -0.86  0.491
H: 2.78 8.31 -2.20  0.385
C: -3.43 1.13 -0.12  -1.304
C: 1.91 7.16 -0.57  2.748
H: -4.77 7.04 0.28  0.293
H: 7.10 -0.63 4.54  0.430
C: -2.65 -2.27 5.19  -0.426
C: -5.14 -2.09 5.08  -0.667
C: 4.89 1.93 3.74  -0.374
C: -3.82 -0.15 4.41  0.268
N: -1.28 4.35 -1.07  1.067
C: 3.43 3.66 -1.14  0.678
H: -6.39 5.16 0.17  0.394
C: 4.08 -2.94 5.29  -0.842
H: -6.49 0.41 5.37  0.246
H: -0.55 -0.66 5.17  1.001
H: -1.55 3.89 -3.15  0.613
N: 5.06 -0.86 4.43  0.018
C: -1.29 0.93 3.88  0.208
C: 6.17 1.31 4.32  -0.907
C: -2.47 8.07 0.74  -1.816
H: 1.52 7.17 -2.72  0.296
H: -0.06 2.12 2.58  0.035
C: 3.82 -0.31 4.23  0.113
H: 1.93 -2.83 5.28  0.311
H: 3.15 8.75 0.27  0.409
C: 1.80 7.86 -1.92  -1.413
H: -1.12 6.74 -0.23  -1.600
H: 2.27 2.62 3.34  0.446
H: 4.71 2.89 4.22  0.404
H: -5.63 2.89 -0.54  0.418
H: 3.30 0.78 -3.10  0.454
H: -6.07 -2.54 4.71  0.409
H: 7.05 1.82 3.91  0.397
C: 2.27 8.16 0.54  -1.758
C: -4.96 1.92 3.49  -0.399
C: -2.46 1.69 3.61  -1.155
H: -1.66 8.80 0.84  0.352
C: -3.89 1.67 -2.54  -1.739
H: -3.40 8.63 0.54  0.423
C: 6.26 -0.17 4.01  -0.646
N: 1.08 4.40 -1.18  1.109
C: 3.63 1.79 -2.82  -1.677
C: 2.49 4.69 -1.01  -0.583
H: 0.90 6.78 -0.33  -1.633
H: -4.03 -3.92 5.29  0.391
H: 4.57 7.23 -0.13  0.294
H: 6.19 1.45 5.41  0.314
C: -2.20 7.78 -1.75  -1.431
P: -0.06 4.86 0.00  0.086
C: -1.41 -0.20 4.70  -1.326
H: 4.52 1.27 -0.24  0.303
C: -2.68 4.59 -0.79  -0.322
H: 1.94 2.19 -1.59  0.196
C: -4.93 3.73 -0.50  -0.276
C: 5.22 -2.30 4.52  -0.745
C: 4.24 6.22 -0.41  -0.803
H: -5.17 2.69 4.25  0.379
H: -5.23 -1.99 6.17  0.295
H: 0.65 -1.37 3.60  0.874
H: 4.23 -4.02 5.31  0.379
H: -2.57 7.56 1.71  0.434
C: -6.19 1.03 3.32  -0.759
H: -4.50 1.12 0.15  0.202
H: 5.50 3.10 -0.99  0.427
H: 1.19 3.95 -3.27  0.593
H: 1.06 8.67 -1.90  0.360
C: 5.19 5.20 -0.54  -1.675
C: 3.02 2.22 -1.49  0.831
C: -3.17 2.11 -1.27  0.607
H: 5.26 -2.73 3.50  0.311
C: 1.29 0.69 3.51  0.812
C: 2.40 1.55 3.57  -1.030
H: -2.10 2.11 -1.46  0.360
H: -4.80 2.47 2.55  -0.054
C: -2.16 7.08 -0.39  2.727

- E: -2543.1791 a.u.
- HOMO: -8.4169 eV
- Total charge: +1
- E_LUMO: -3.95 eV

5.
ORCA calculation (ωB97M-V with the def2-TZVPD basis set) on 15 unconnected molecules or ions with the total composition H29O15 at a distorted geometry.

Last column: Mulliken charge in e.
Cartesian coordinates (Å):
H: -2.88 -1.56 2.77  0.324
O: -2.94 -1.86 3.66  -0.639
H: -4.72 -1.81 -0.28  0.300
O: -0.97 -1.89 -1.20  -0.632
H: 0.28 -2.26 4.31  0.322
O: -4.07 -1.09 -0.29  -0.592
H: 0.03 1.84 -2.36  0.387
H: 2.44 2.59 1.67  0.331
H: 0.92 2.88 -1.91  0.254
H: 4.30 -0.51 -3.44  0.302
H: 0.39 -1.75 -3.90  0.213
H: -1.43 0.71 -2.62  0.424
O: 0.21 1.00 3.98  -0.626
H: -2.77 2.36 -1.95  0.377
O: -3.35 3.20 -1.84  -0.662
H: -4.40 -0.56 -1.05  0.302
O: -0.13 -0.24 1.43  -0.518
H: 0.66 -2.85 -0.39  0.358
H: -0.45 -1.10 -1.50  0.365
O: 0.16 2.84 -2.45  -0.714
H: -0.38 -0.20 0.52  0.221
H: 3.50 1.67 3.27  0.333
H: 2.05 -2.34 -0.76  0.314
H: -2.25 -1.47 4.18  0.308
H: -1.42 -2.18 -1.96  0.241
O: 2.00 3.40 1.83  -0.612
H: -0.70 -1.01 1.73  0.228
H: 0.43 0.74 3.08  0.380
H: 1.62 -1.37 4.61  0.306
O: 4.07 -1.27 -2.91  -0.603
H: 1.63 3.80 1.06  0.298
O: -2.28 0.93 -3.15  -0.694
O: 1.10 -1.46 -3.35  -0.697
H: 0.96 -0.62 -2.82  0.523
H: -3.49 3.30 -0.87  0.291
H: -0.78 1.11 3.86  0.282
H: 0.95 0.55 -1.46  0.098
O: 0.17 0.36 -1.91  -0.983
H: 3.31 -1.37 -3.51  0.282
O: 1.53 -2.84 -0.04  -0.653
O: 4.10 1.21 2.65  -0.670
H: 3.81 0.34 2.46  0.316
H: -2.25 0.86 -4.09  0.236
O: 1.02 -2.06 4.93  -0.623

- E: -1146.0183 a.u.
- HOMO: -7.0382 eV
- Total charge: -1
- E_LUMO: 2.42 eV
- ΔE to the lowest compared entry with this formula, charge and spin: 34.0 kcal/mol

6.
ORCA calculation (ωB97M-V with the def2-TZVPD basis set) on a single C3H9NO2 molecule at a distorted geometry.

Last column: Mulliken charge in e.
Cartesian coordinates (Å):
H: -0.55 -0.40 1.45  0.187
H: 1.28 -1.63 -1.68  0.315
N: 0.92 -0.42 -0.03  -0.321
H: 0.66 0.93 1.48  0.494
C: 0.45 -1.30 -1.05  -0.315
H: -0.27 2.63 1.28  0.289
C: -0.88 1.25 0.07  -0.291
H: -0.42 1.25 -0.90  0.228
O: -0.22 -2.44 -0.50  -0.530
H: -1.87 0.81 -0.10  0.323
H: 0.12 -2.52 0.40  0.316
O: -0.87 2.59 0.52  -0.538
H: -0.27 -0.81 -1.71  0.226
C: 0.04 0.28 0.86  -0.585
H: 1.90 -0.22 -0.09  0.202

- E: -324.8944 a.u.
- HOMO: -9.0493 eV
- E_LUMO: 0.81 eV
- ΔE to the lowest compared entry with this formula, charge and spin: 49.1 kcal/mol
- Structure (SMILES): OCCNCO

7.
ORCA calculation (ωB97M-V with the def2-TZVPD basis set) on a molecular structure, C25H48P4SZr at a distorted geometry.

Last column: Mulliken charge in e.
Cartesian coordinates (Å):
C: -1.99 4.08 3.43  -0.558
H: 0.69 -2.15 -4.16  0.273
C: 2.56 2.55 -0.49  -0.470
H: 1.90 -4.58 -0.66  0.474
H: 2.79 2.88 -3.79  0.307
H: -2.73 1.60 -1.65  0.226
C: -2.40 1.74 2.95  -0.468
C: 1.93 -3.51 -0.93  -1.230
C: -2.78 -1.43 -2.92  -1.466
H: -1.45 3.44 0.15  0.703
H: -2.63 2.64 4.91  0.463
H: 1.64 1.68 3.79  0.630
H: -0.92 -2.94 -4.22  0.548
C: 3.12 0.76 -4.19  0.388
H: 0.49 3.08 -0.25  0.109
C: 0.27 -0.56 3.31  -1.316
H: 1.04 2.83 -1.99  0.233
H: -0.68 -0.08 3.56  0.292
C: -1.94 1.93 1.63  0.640
H: 0.92 -0.49 4.20  0.568
H: 0.09 -1.62 3.11  0.194
H: 5.60 1.96 -6.92  0.461
H: -2.85 -2.01 -2.00  0.309
H: -3.80 0.34 -1.00  0.427
H: 0.20 2.28 2.93  -0.016
H: 0.31 -4.50 1.29  0.680
H: -3.74 1.96 -0.23  0.537
H: 4.38 3.64 -5.54  0.455
H: 5.32 -0.49 -6.47  0.450
P: -1.10 -0.80 -3.17  0.995
C: 1.22 1.87 2.79  -0.883
H: -1.49 0.27 -5.24  0.506
H: -2.78 -1.62 0.55  0.410
H: -1.90 4.91 4.17  0.400
Zr: 0.40 -0.37 -1.13  -1.259
C: 1.37 2.97 -0.91  -0.254
C: -1.37 0.64 -4.21  -1.261
H: 3.72 -1.23 -4.74  0.462
P: -1.79 0.58 0.36  1.596
C: 3.87 -0.18 -4.94  -0.369
H: -1.89 -3.41 -0.75  0.241
H: 3.17 -0.06 3.23  0.515
H: -0.84 -3.73 -2.15  0.309
C: 4.88 1.63 -6.17  -0.213
C: 4.74 0.25 -5.92  -0.750
S: 1.80 0.22 -3.26  0.199
C: -0.90 -3.76 -1.06  -1.248
H: 1.56 -0.82 0.16  0.159
H: -0.53 -1.60 -5.34  0.467
C: -1.65 3.24 1.19  -0.639
P: 0.40 -2.75 -0.30  1.753
H: 1.81 2.61 2.25  0.410
H: -3.47 -0.58 -2.87  0.429
C: -0.39 -1.99 -4.33  -1.310
H: 2.82 2.41 0.55  0.315
H: -1.30 5.29 1.78  0.436
H: -2.28 1.16 -3.88  0.454
C: 2.84 -0.31 2.20  -1.211
H: 2.90 -1.39 2.04  0.414
C: 4.20 2.57 -5.38  -0.808
H: -0.53 1.34 -4.17  0.438
H: 3.47 0.19 1.46  0.365
C: -1.64 4.30 2.11  -0.884
H: -0.61 -3.11 1.88  0.426
C: 0.32 -3.41 1.38  -1.420
H: -2.78 0.78 3.32  0.429
H: -2.11 -1.12 2.13  0.310
C: 3.33 2.14 -4.39  -0.081
P: 1.12 0.26 1.89  1.089
C: -2.68 -0.78 1.25  -1.661
H: 2.01 -3.39 -2.01  0.301
H: 1.18 -3.11 1.98  0.377
H: -3.68 -0.44 1.57  0.582
H: -3.02 -2.06 -3.77  0.542
H: 2.80 -3.03 -0.45  0.367
C: -3.15 1.17 -0.73  -1.255
H: 3.23 1.99 -1.18  0.151
H: -0.76 -4.78 -0.71  0.595
C: -2.39 2.82 3.86  -0.783

- E: -2790.3749 a.u.
- HOMO (alpha / beta): -19.0269 / -19.0269 eV
- Total charge: +4
- E_LUMO (alpha / beta): -15.98 / -15.98 eV

8.
ORCA calculation (ωB97M-V with the def2-TZVPD basis set) on a gas-phase ion, C29H35N2O4 (charge +1) at a distorted geometry.

Last column: Mulliken charge in e.
Cartesian coordinates (Å):
H: 1.49 3.81 2.27  0.445
O: 0.00 1.39 2.28  -0.603
C: 2.11 3.79 -1.53  -0.893
H: 5.22 2.02 1.49  0.428
C: 1.30 0.20 -0.67  -1.488
H: -2.24 1.05 -3.06  0.422
H: -0.85 2.49 0.17  0.518
H: -0.45 1.92 -1.46  0.534
C: 1.29 4.76 -0.97  -0.552
H: -7.33 -2.75 1.95  0.464
H: -1.90 -2.29 -1.57  0.422
C: 4.44 1.38 1.11  -1.241
C: -4.49 -0.80 -0.12  0.702
H: -6.73 0.95 1.41  0.349
H: -6.53 -3.23 0.46  0.347
C: -2.10 0.90 -0.43  -0.999
H: 1.94 -1.40 0.50  0.561
H: 5.43 -5.60 0.44  0.405
H: -7.68 -1.03 0.22  0.298
H: -3.96 -1.34 -2.13  0.399
C: -3.79 -0.49 -1.47  -0.791
H: -2.85 1.67 -0.66  0.434
C: -6.64 -0.04 1.83  -1.320
C: 4.22 -1.98 -0.11  -0.664
H: 5.75 0.20 -0.01  0.502
C: 3.05 1.73 1.54  0.183
C: 4.72 -4.16 -0.98  -0.716
H: 4.54 -1.73 1.99  0.352
H: 2.33 -0.10 2.45  0.695
C: -1.83 0.10 -2.73  -0.737
C: 4.73 0.39 0.28  -0.976
H: 2.30 3.78 -2.59  0.459
C: 4.58 -2.41 1.16  -0.241
C: 2.15 0.46 1.53  -0.017
H: -4.29 0.38 -1.91  0.376
N: -2.33 -0.23 -1.38  0.448
H: 5.31 -4.04 2.34  0.391
C: -6.72 -1.10 0.74  0.475
H: -5.58 -2.59 1.81  0.282
H: -1.95 -1.70 0.10  0.384
C: 4.29 -2.87 -1.17  -0.187
C: 1.08 4.76 0.40  -0.827
H: 0.46 5.53 0.85  0.419
C: 2.47 2.81 0.64  0.030
N: 0.36 0.84 0.09  1.625
C: 1.66 3.80 1.20  -0.341
H: 3.35 2.09 -1.17  0.334
H: 3.06 2.11 2.56  0.797
H: -5.70 -0.12 2.37  0.287
H: -2.28 0.54 0.58  0.392
C: 2.32 -0.39 0.27  0.511
H: -0.57 -1.32 -0.95  0.245
C: 5.09 -4.59 0.29  -0.436
H: 4.01 -2.54 -2.16  0.413
C: -1.65 -1.46 -0.92  -0.693
C: -0.74 1.60 -0.46  -1.398
O: 1.20 0.07 -1.87  -0.694
H: 0.84 5.51 -1.59  0.426
C: -6.52 -2.51 1.27  -1.300
C: 5.02 -3.71 1.36  -0.759
C: 3.73 -0.56 -0.31  1.156
O: -5.78 -0.81 -0.34  -0.378
H: -7.45 -0.20 2.53  0.462
C: 0.72 0.95 1.44  -0.419
H: 3.67 -0.38 -1.39  0.635
H: -2.14 -0.67 -3.44  0.386
H: 4.78 -4.84 -1.82  0.402
H: -0.74 0.14 -2.73  0.210
C: 2.70 2.82 -0.73  0.193
O: -3.90 -1.00 0.90  -0.530

- E: -1536.3691 a.u.
- HOMO: -11.2039 eV
- Total charge: +1
- E_LUMO: -2.22 eV
- ΔE to the lowest compared entry with this formula, charge and spin: 4.9 kcal/mol
- Structure (SMILES): CC(C)OC(=O)C[N+](C)(C)CCN1C(=O)[C@@H]2[C@H](C1=O)[C@H](c1ccccc1)C=C[C@H]2c1ccccc1